Formula: C16H11FN8O2S
Source: the OMol25 dataset
Level of theory: ωB97M-V/def2-TZVPD

The calculation puts the electronic energy at -1702.659802 hartree. Its HOMO energy is -9.2 eV. The calculation puts the energy relative to the best compared isomer or geometry (same formula, charge and spin) at 74.1 kcal per mole. As for the largest force on an atom: 0.0901 hartree/bohr.

Each line ends with the Mulliken charge.
Atoms and positions in Å:
O1 1.55272 0.73801 2.79632  -0.565
F1 -4.25261 0.95634 4.16447  -0.285
N1 -0.49213 2.10675 0.20592  -0.225
N2 -0.36488 2.24322 -1.06802  -0.980
N3 -0.65024 1.26241 4.30149  -0.790
N4 2.40551 1.27030 -4.71027  -0.597
N5 0.66429 2.42800 -3.67264  -0.464
O2 1.13541 1.94158 -4.90573  -0.088
S1 4.19592 2.16077 -0.57003  -0.070
C1 0.66018 1.28501 2.26835  -0.299
C2 -1.47670 0.32568 4.45713  -0.297
C3 2.48277 1.22751 -3.45524  0.728
C4 1.40026 1.90311 -2.73181  0.520
C5 5.51594 1.05460 -0.17306  -0.437
C6 4.98966 -0.04194 0.41770  -0.260
C7 3.57665 -0.08032 0.41291  -0.241
C8 0.67273 1.62480 0.82256  0.704
C9 2.96248 1.06642 -0.01946  -0.223
C10 1.59615 1.54072 -0.18660  0.399
C11 -3.75933 -1.45890 1.44286  -0.317
C12 -2.31437 -1.60558 1.38422  -0.551
C13 -4.39910 -0.57499 2.30352  -0.630
C14 -1.62940 -0.99188 2.39379  -0.131
C15 -3.67041 0.07812 3.34128  0.614
C16 -2.31557 -0.18251 3.41060  0.052
N6 3.58210 0.46559 -3.07536  -0.343
N7 -0.38282 1.80009 3.02728  0.209
N8 0.92533 1.99857 -1.38545  0.658
H1 -1.63505 -0.18640 5.43741  0.380
H2 6.62080 1.26195 -0.22327  0.391
H3 5.61235 -0.73708 0.88356  0.480
H4 3.02366 -0.95110 0.91720  0.281
H5 -4.42434 -1.85741 0.58623  0.245
H6 -1.89430 -2.21727 0.49142  0.284
H7 -5.41753 -0.48431 2.26006  0.491
H8 -0.57374 -1.26010 2.44334  0.498
H9 3.76820 0.35870 -2.09594  0.304
H10 4.06269 -0.07881 -3.71272  0.168
H11 -1.11538 2.24825 2.45390  0.387

Formula: C16H11N2O4STl
Source: the OMol25 dataset
Level of theory: ωB97M-V/def2-TZVPD

The calculation puts the electronic energy at -1597.450262 hartree. Its HOMO energy is -6.4 eV. The calculation puts the energy relative to the best compared isomer or geometry (same formula, charge and spin) at 0.0 kcal per mole. As for the largest force on an atom: 0.0187 hartree/bohr.

Each line ends with the Mulliken charge.
Atoms and positions in Å:
Tl1 0.91851 -1.47763 -1.09537  0.803
O1 -2.47249 -2.49276 2.33028  -0.465
C1 -1.51427 -1.94724 1.55886  0.110
O2 -1.61228 -1.86128 0.36987  -0.485
C2 -0.32197 -1.51100 2.35928  0.622
C3 -0.21170 -1.85080 3.70217  -0.759
C4 0.92876 -1.48216 4.38599  -0.773
C5 1.92027 -0.81305 3.69557  -0.924
C6 1.72057 -0.49785 2.35566  0.902
N1 0.62191 -0.85102 1.69480  0.239
C7 2.75902 0.21883 1.51805  0.491
O3 3.78264 0.80478 2.17106  -0.471
O4 2.71164 0.27085 0.32796  -0.413
H1 -3.18195 -2.78690 1.74065  0.367
H2 -1.01124 -2.39375 4.18450  0.526
H3 1.04368 -1.71138 5.43666  0.435
H4 2.83566 -0.55336 4.21248  0.269
H5 3.68751 0.74656 3.12702  0.285
S1 -0.65511 1.07762 -5.07523  -0.252
C8 0.29348 -0.19460 -5.70138  -0.373
C9 0.84966 -0.95883 -4.71717  -0.601
C10 0.51998 -0.53614 -3.39207  -0.719
C11 -0.29263 0.55944 -3.43132  0.394
C12 -0.82728 1.28331 -2.28177  0.859
C13 -1.64627 2.41411 -2.41562  -0.855
C14 -2.11277 3.05805 -1.29097  -0.336
C15 -1.75848 2.56758 -0.03925  -1.037
C16 -0.95163 1.44839 0.00753  -0.046
N2 -0.49248 0.81441 -1.07073  0.014
H6 0.38399 -0.30948 -6.77285  0.424
H7 1.48892 -1.80523 -4.93983  0.376
H8 -1.90556 2.76543 -3.40551  0.299
H9 -2.74508 3.93230 -1.38307  0.411
H10 -2.09968 3.04038 0.87176  0.414
H11 -0.65335 1.03240 0.96195  0.270

Formula: C16H11N4O7
Source: the OMol25 dataset
Level of theory: ωB97M-V/def2-TZVPD

The calculation puts the electronic energy at -1361.788151 hartree. Its HOMO energy is -4.0 eV. The total charge is -1. As for the largest force on an atom: 0.0453 hartree/bohr.

Each line ends with the Mulliken charge.
Atoms and positions in Å:
C1 -4.41164 1.32568 1.13095  -1.379
C2 -3.07871 1.31858 1.81332  0.582
C3 -1.91882 1.63925 1.06579  -0.386
C4 -0.62199 1.74280 1.63410  0.400
C5 0.55105 2.18230 0.83291  0.720
C6 0.45313 2.88003 -0.36565  -0.314
C7 1.58774 3.37453 -0.97036  -0.745
C8 2.83017 3.19437 -0.39587  -0.353
C9 2.93765 2.48616 0.78235  -0.518
C10 1.80909 1.98497 1.38869  -0.467
O1 -0.40843 1.52305 2.82056  -0.726
O2 -3.05269 1.04359 3.00276  -0.695
H1 -4.38822 1.84864 0.17568  0.311
H2 -4.77043 0.31112 0.96276  0.348
H3 -5.14221 1.82645 1.76440  0.307
H4 -2.03558 1.86185 0.02341  0.184
H5 -0.51511 3.05706 -0.80080  0.269
H6 1.50298 3.92447 -1.89022  0.375
H7 3.70888 3.61869 -0.85468  0.376
H8 3.90186 2.34358 1.23862  0.370
H9 1.87368 1.45247 2.32440  0.451
O3 -3.91031 3.97187 7.82161  -0.569
N1 -4.22398 4.44197 6.72612  0.970
O4 -5.32618 4.95217 6.51195  -0.626
C11 -3.26424 4.39166 5.63751  -0.698
C12 -3.57432 4.92036 4.41672  -0.415
C13 -2.70602 4.78601 3.31323  -0.400
N2 -3.07342 5.34109 2.02394  0.972
O5 -4.06359 6.07306 1.95436  -0.647
O6 -2.37593 5.05834 1.04628  -0.537
C14 -1.51371 4.13149 3.43287  -0.474
C15 -1.15435 3.61839 4.68830  0.788
N3 -0.05592 2.98653 5.11194  -0.469
O7 -0.21908 2.73035 6.39656  -0.056
N4 -1.39181 3.17995 6.82110  -0.580
C16 -2.01114 3.74110 5.78359  1.404
H10 -4.50916 5.44446 4.28268  0.602
H11 -0.87779 3.97330 2.57669  0.624

Formula: C16H12
Source: the OMol25 dataset
Level of theory: ωB97M-V/def2-TZVPD

The calculation puts the electronic energy at -616.761065 hartree. Its HOMO energy is -8.1 eV. The calculation puts the energy relative to the best compared isomer or geometry (same formula, charge and spin) at 32.9 kcal per mole. As for the largest force on an atom: 0.1018 hartree/bohr.

Each line ends with the Mulliken charge.
Atoms and positions in Å:
C1 0.25384 0.35915 -1.38829  0.210
C2 1.48744 0.54121 -1.41010  0.179
C3 -1.12754 0.08359 -1.04297  -0.805
C4 -1.47216 -0.51499 0.20386  -0.448
C5 5.68756 0.87864 -1.09427  -0.222
C6 -5.17885 -0.83329 2.27826  -0.407
C7 5.10789 -0.39315 -1.01443  -0.601
C8 4.91889 2.02388 -1.33514  -0.528
C9 -4.38477 -1.96291 2.09893  -0.486
C10 -4.94430 0.32399 1.52233  -0.553
C11 3.76710 -0.45294 -1.15973  -0.173
C12 3.49803 1.96609 -1.30158  -0.410
C13 -3.17408 -1.84262 1.36019  -0.408
C14 -3.75074 0.36738 0.82244  -0.248
C15 2.90191 0.67753 -1.25486  0.159
C16 -2.86823 -0.73291 0.70161  0.475
H1 -1.97897 0.37064 -1.54403  0.527
H2 -0.59744 -0.95717 0.74885  0.331
H3 6.80935 0.84908 -0.98091  0.269
H4 -5.92591 -0.92786 3.00027  0.405
H5 5.81658 -1.18848 -0.88202  0.394
H6 5.33043 2.99792 -1.58434  0.349
H7 -4.84112 -2.84948 2.50731  0.368
H8 -5.51679 1.24843 1.59947  0.345
H9 3.37644 -1.54442 -1.17035  0.223
H10 2.92393 2.88032 -1.48745  0.389
H11 -2.60276 -2.75369 1.40313  0.369
H12 -3.51573 1.38608 0.40381  0.296

Formula: C16H12AuN2O2S2
Source: the OMol25 dataset
Level of theory: ωB97M-V/def2-TZVPD

The calculation puts the electronic energy at -1809.098821 hartree. Its HOMO energy is -4.2 eV. The calculation puts the energy relative to the best compared isomer or geometry (same formula, charge and spin) at 0.5 kcal per mole. The total charge is -1. As for the largest force on an atom: 0.0046 hartree/bohr.

Each line ends with the Mulliken charge.
Atoms and positions in Å:
Au1 -0.28529 -1.74723 0.01470  0.340
S1 4.07583 -0.06399 2.81454  -0.462
C1 3.91289 1.36787 1.92034  0.067
N1 3.41433 1.52284 0.71785  -0.266
C2 3.46621 2.83168 0.29408  -0.420
C3 2.99136 3.29170 -0.93527  -0.409
C4 3.09850 4.63567 -1.25108  -0.503
C5 3.67359 5.53793 -0.35558  -0.419
C6 4.14836 5.09886 0.87220  -0.467
C7 4.04221 3.75261 1.19081  0.781
S2 4.53200 2.89558 2.61555  -0.274
H1 2.53451 2.58803 -1.62022  0.403
H2 2.72681 4.99233 -2.20411  0.344
H3 3.74878 6.58596 -0.61752  0.346
H4 4.59433 5.79658 1.57042  0.351
C8 4.19514 -1.04820 -0.57944  -0.733
C9 2.77244 -1.19613 -0.33672  0.761
N2 1.65606 -1.38029 -0.19342  -0.434
H5 4.57116 -1.98429 -0.99450  0.339
H6 4.69072 -0.81175 0.36358  0.161
H7 4.34470 -0.22828 -1.27681  0.225
O1 -2.40197 -3.28745 -1.58380  -0.671
C10 -2.88717 -2.78408 -0.58270  0.630
O2 -2.25894 -2.06403 0.29337  -0.802
C11 -4.36270 -2.93594 -0.29086  0.207
C12 -4.94654 -2.35759 0.83055  -0.331
C13 -6.30455 -2.51460 1.06888  -0.496
C14 -7.08556 -3.25034 0.18811  -0.353
C15 -6.50495 -3.82990 -0.93252  -0.424
C16 -5.14809 -3.67222 -1.17004  -0.380
H8 -4.32299 -1.78905 1.50624  0.387
H9 -6.75452 -2.06222 1.94394  0.368
H10 -8.14552 -3.37268 0.37506  0.361
H11 -7.11171 -4.40524 -1.62091  0.367
H12 -4.66941 -4.11213 -2.03467  0.404

Formula: C16H12AuN3O2Se2Te2
Source: the OMol25 dataset
Level of theory: ωB97M-V/def2-TZVPD

The calculation puts the electronic energy at -6406.233964 hartree. Its HOMO energy is -7.4 eV. The calculation puts the energy relative to the best compared isomer or geometry (same formula, charge and spin) at 0.0 kcal per mole. As for the largest force on an atom: 0.0076 hartree/bohr.

Each line ends with the Mulliken charge.
Atoms and positions in Å:
Au1 -3.42970 1.29139 2.15716  0.665
Se1 -4.40951 -0.44994 3.56256  -0.387
Te1 -4.27894 0.86004 5.67345  0.061
Te2 -5.20009 3.22772 4.54199  0.081
Se2 -5.65204 2.26801 2.30766  -0.247
C1 0.37717 -4.30450 -3.15316  -0.856
O1 0.09564 -2.92933 -3.33801  -0.429
C2 0.87714 -2.03430 -2.68461  0.868
C3 0.57536 -0.68883 -2.90675  -0.660
C4 1.29290 0.30229 -2.27427  -0.251
C5 2.33832 -0.03540 -1.40984  0.070
C6 2.67696 -1.36721 -1.24745  -0.515
C7 1.93787 -2.37541 -1.85434  -0.409
N1 3.20249 0.91042 -0.75383  -0.325
N2 2.78915 1.89179 -0.11915  -0.597
C8 1.39815 2.07329 0.19413  -0.027
C9 0.78227 3.22462 -0.22651  -0.419
C10 -0.57581 3.47551 0.01808  -0.689
C11 -1.34508 2.57993 0.73696  1.025
O2 -2.61682 2.78921 0.99698  -0.824
C12 -0.68349 1.42286 1.25050  0.599
N3 -1.43727 0.58499 2.02509  -0.768
C13 -0.89865 -0.46685 2.59558  0.139
C14 0.46236 -0.77017 2.43274  -0.993
C15 1.24162 0.03740 1.65184  -0.286
C16 0.67950 1.16558 1.01177  0.338
H1 -0.35512 -4.84418 -3.74623  0.236
H2 0.27595 -4.59204 -2.10353  0.346
H3 1.38171 -4.55425 -3.50350  0.348
H4 -0.23120 -0.44557 -3.58557  0.438
H5 1.04844 1.33743 -2.46256  0.452
H6 3.52966 -1.61479 -0.62731  0.450
H7 2.21259 -3.40675 -1.69010  0.397
H8 1.36539 3.94169 -0.79155  0.433
H9 -1.04058 4.38238 -0.34377  0.454
H10 -1.55618 -1.07891 3.19992  0.307
H11 0.87400 -1.63502 2.93253  0.402
H12 2.29582 -0.17310 1.53309  0.574